Density functional theory data (wB97M-V/def2-TZVPD) for a 4-piece molecular cluster, C31H75ClN3OP overall.

The geometry in XYZ format:
```
112
Properties=species:S:1:pos:R:3:forces:R:3:lowdin_charge:R:1
C 4.77362 4.09078 0.49114 0.017 -0.028 0.087 -0.097
C 4.01304 5.33851 0.04788 -0.048 -0.036 0.003 -0.261
C 3.71728 6.33355 1.17519 0.062 -0.013 -0.042 -0.207
C 2.53723 6.04166 2.12297 -0.005 -0.074 0.048 -0.197
C 1.30779 5.36043 1.50793 -0.102 0.123 -0.061 -0.202
C 1.30567 3.82903 1.43680 0.054 -0.007 -0.036 -0.212
C 1.77269 3.14011 2.71833 -0.124 0.004 0.024 -0.221
C 1.39876 1.66021 2.76437 -0.040 0.003 -0.024 -0.202
C 1.96178 0.88335 1.56731 -0.057 0.015 -0.029 -0.242
C 2.21435 -0.60977 1.86726 -0.139 -0.097 0.257 -0.342
P 3.76643 -1.12251 1.10743 -0.152 -0.060 -0.723 0.583
Cl 4.94183 -0.63111 2.95675 0.061 0.070 0.166 0.025
O 3.02996 -1.49500 -0.36715 -0.203 0.144 0.070 -0.415
C 3.76022 -1.29256 -1.56761 0.150 0.031 -0.027 -0.300
C 3.32525 -2.29899 -2.63100 0.011 -0.066 -0.045 -0.229
C 2.34734 -1.71785 -3.64970 -0.105 0.047 -0.031 -0.103
H 5.57989 4.35647 1.18048 0.002 -0.017 -0.061 0.077
H 5.22443 3.57470 -0.35862 -0.046 -0.005 -0.001 0.070
H 4.13449 3.37246 1.00741 -0.003 0.051 0.026 0.038
H 3.08370 5.05102 -0.45368 0.062 0.034 -0.030 0.090
H 4.60815 5.85705 -0.70838 0.017 0.006 0.038 0.103
H 4.63095 6.42419 1.77236 -0.053 0.120 0.015 0.105
H 3.55667 7.31987 0.73014 -0.061 -0.067 -0.063 0.104
H 2.20323 7.00614 2.51489 0.064 -0.024 0.069 0.103
H 2.87615 5.48008 2.99777 -0.009 -0.050 -0.080 0.099
H 1.14980 5.76833 0.50319 -0.082 -0.022 0.028 0.113
H 0.42384 5.65383 2.08542 0.083 0.026 0.049 0.080
H 1.89455 3.48776 0.58060 0.042 -0.042 0.082 0.092
H 0.27833 3.50084 1.23676 0.010 0.043 -0.047 0.112
H 1.32813 3.65524 3.57842 0.010 -0.056 -0.009 0.110
H 2.85718 3.22657 2.83779 -0.027 0.038 -0.032 0.106
H 1.77418 1.21935 3.69094 0.037 0.045 -0.013 0.109
H 0.30733 1.56515 2.78920 0.033 -0.058 0.016 0.115
H 1.27619 0.95212 0.72060 0.085 0.052 -0.036 0.112
H 2.88586 1.37532 1.24364 0.029 -0.059 0.108 0.082
H 1.42701 -1.23863 1.45012 0.019 0.018 -0.027 0.075
H 2.28034 -0.78654 2.93857 0.026 0.014 -0.039 0.056
H 4.26371 -2.41253 1.26169 0.070 0.032 0.157 0.022
H 4.56708 -0.14407 0.52048 0.100 -0.024 0.097 0.015
H 4.83880 -1.37255 -1.37244 -0.049 -0.085 -0.014 0.102
H 3.57864 -0.27017 -1.92688 0.058 -0.032 0.033 0.119
H 2.86943 -3.14592 -2.11415 0.046 0.028 0.034 0.106
H 4.20947 -2.68322 -3.14554 -0.048 -0.014 -0.014 0.104
H 1.77807 -2.49636 -4.16053 0.056 -0.012 0.008 0.052
H 2.86785 -1.14183 -4.41795 -0.008 0.042 0.072 0.073
H 1.62926 -1.05075 -3.16525 -0.003 -0.072 0.006 0.074
C -2.28376 -5.23255 2.52839 0.021 -0.006 0.000 -0.090
C -1.83475 -3.96536 1.81806 0.032 0.014 -0.029 -0.276
N -1.84294 -4.09352 0.37039 -0.042 -0.011 0.046 -0.195
C -1.12517 -3.03048 -0.30998 0.092 0.037 -0.017 -0.246
C -1.67840 -1.60392 -0.20279 0.043 0.009 -0.037 -0.079
C -3.11265 -4.49325 -0.21766 -0.023 0.016 -0.035 -0.247
C -4.34025 -3.62273 0.07688 0.003 -0.009 0.004 -0.078
H -1.70786 -6.09066 2.17889 -0.007 -0.001 -0.001 0.080
H -2.13412 -5.12814 3.60360 0.004 -0.006 -0.002 0.072
H -3.34182 -5.44090 2.36497 -0.003 0.006 0.000 0.064
H -0.80272 -3.74184 2.10508 -0.010 0.000 0.020 0.114
H -2.44165 -3.12073 2.18218 -0.009 0.001 -0.015 0.102
H -1.03787 -3.30376 -1.36548 -0.023 -0.013 0.006 0.102
H -0.10405 -3.03160 0.08635 -0.003 -0.017 0.003 0.101
H -2.56788 -1.46093 -0.81538 -0.019 -0.006 0.033 0.057
H -0.92496 -0.89293 -0.55062 0.001 -0.004 -0.006 0.063
H -1.92607 -1.34474 0.82797 -0.001 0.006 -0.002 0.067
H -3.32911 -5.51274 0.11069 0.018 -0.002 0.023 0.103
H -2.96038 -4.55742 -1.29718 -0.012 0.016 0.007 0.093
H -4.41745 -3.38669 1.13966 -0.017 -0.022 0.003 0.066
H -5.24766 -4.15989 -0.20515 -0.001 0.011 -0.016 0.072
H -4.32721 -2.68311 -0.47345 0.018 0.009 0.023 0.055
C -5.47272 5.60548 4.29473 -0.004 -0.015 0.018 -0.092
C -4.04701 5.86833 4.75309 0.037 0.000 0.000 -0.276
N -3.06086 5.12709 3.98590 -0.021 0.042 -0.034 -0.199
C -1.74162 5.10702 4.59281 0.016 -0.037 -0.019 -0.248
C -0.99526 6.43677 4.74028 0.097 -0.009 -0.015 -0.081
C -3.09551 5.32829 2.54427 0.035 -0.020 0.011 -0.243
C -2.95077 6.76100 2.01776 -0.009 -0.004 0.001 -0.079
H -5.67592 4.53389 4.27355 -0.001 0.003 -0.005 0.080
H -6.17615 6.07902 4.98051 -0.003 -0.007 -0.001 0.072
H -5.66461 6.00974 3.29999 0.005 0.005 0.000 0.064
H -3.93980 5.54586 5.79282 -0.015 0.014 0.002 0.117
H -3.86788 6.95563 4.75165 0.011 -0.002 -0.015 0.103
H -1.12659 4.41781 4.00505 0.020 -0.001 0.029 0.097
H -1.84692 4.65501 5.58392 -0.027 0.010 0.002 0.111
H -0.65722 6.81855 3.77724 -0.011 0.038 0.020 0.040
H -0.10984 6.29021 5.36264 0.012 0.001 -0.013 0.073
H -1.60341 7.20710 5.21638 -0.046 -0.041 0.002 0.068
H -4.03653 4.91842 2.17033 -0.010 -0.001 0.016 0.102
H -2.30665 4.70140 2.11871 -0.010 0.009 -0.022 0.105
H -3.60112 7.45145 2.55784 -0.016 -0.004 -0.018 0.066
H -3.23775 6.79695 0.96523 0.018 0.000 -0.005 0.072
H -1.93041 7.13395 2.09552 -0.005 0.005 0.020 0.050
C -1.23096 -5.89695 -3.27682 -0.033 -0.023 0.016 -0.095
C -1.39682 -6.56305 -4.63362 -0.010 0.037 -0.040 -0.271
N -0.92129 -5.73084 -5.72596 0.029 -0.049 0.031 -0.202
C -1.37105 -6.16512 -7.03735 0.001 0.029 -0.005 -0.251
C -0.88721 -7.52654 -7.54847 -0.006 -0.002 0.000 -0.086
C 0.46254 -5.29633 -5.63050 0.036 0.041 -0.023 -0.248
C 1.55071 -6.37359 -5.54373 -0.010 -0.001 0.009 -0.078
H -1.67853 -4.90158 -3.28939 0.014 0.002 -0.006 0.069
H -1.72354 -6.48947 -2.50486 0.001 0.013 0.006 0.074
H -0.18403 -5.79631 -2.98747 0.005 -0.010 -0.006 0.069
H -2.46098 -6.73756 -4.81737 0.004 -0.019 0.022 0.118
H -0.92545 -7.55847 -4.60455 0.024 0.011 -0.014 0.103
H -1.08800 -5.38948 -7.75435 -0.012 -0.007 -0.007 0.111
H -2.46499 -6.17505 -7.01014 0.001 -0.003 0.007 0.109
H 0.16524 -7.51064 -7.82858 0.000 -0.001 0.013 0.054
H -1.46012 -7.81193 -8.43270 0.010 0.000 -0.007 0.070
H -1.02666 -8.30771 -6.79959 -0.013 0.001 -0.006 0.066
H 0.55131 -4.65527 -4.74983 -0.029 0.006 -0.001 0.086
H 0.65463 -4.64966 -6.49088 0.018 -0.004 0.009 0.115
H 1.29021 -7.14487 -4.81672 0.011 0.013 0.017 0.067
H 2.48989 -5.92199 -5.21817 0.007 0.001 -0.017 0.069
H 1.73244 -6.86248 -6.49955 -0.022 -0.015 0.008 0.054
```
Forces are in eV/Å.

The HOMO energy is -8.14 eV. The largest force on an atom is 0.741 eV/A. The orbital gap is 0.3233 Ha.

Density functional theory data (wB97M-V/def2-TZVPD) for a 2-piece molecular cluster, C9H18N4O3P overall.

The geometry in XYZ format:
```
35
Properties=species:S:1:pos:R:3:forces:R:3:lowdin_charge:R:1
C -0.79411 1.50117 3.09420 -0.008 0.080 -0.178 -0.137
C -1.90276 0.99252 2.17497 -0.046 0.104 0.153 -0.418
P -1.93621 1.57522 0.44419 -0.037 -0.163 0.014 1.058
C -1.48310 3.32818 0.62612 -0.128 0.217 -0.273 -0.434
C -1.33828 4.06360 -0.72181 0.040 -0.047 0.056 -0.149
N -0.27309 0.96203 -0.01311 0.332 -0.094 -0.166 -0.183
C 0.11877 -0.29594 -0.24025 0.043 0.265 -0.018 -0.117
N 1.39895 -0.38589 -0.58625 -0.103 0.112 0.146 0.185
C 1.84307 0.87397 -0.58397 -0.157 -0.321 -0.038 -0.372
N 3.09092 1.32700 -0.89143 -0.093 0.471 0.155 0.156
N 0.83803 1.69659 -0.22765 0.305 -0.054 -0.080 0.152
H 0.17454 1.52158 2.58930 0.042 -0.095 0.039 0.058
H -1.00197 2.51248 3.43473 0.001 0.043 0.062 0.075
H -0.69547 0.86466 3.96950 -0.026 -0.008 0.050 0.081
H -2.88929 1.29916 2.54169 -0.008 -0.112 0.095 0.086
H -1.92920 -0.09875 2.14555 -0.052 -0.017 -0.055 0.073
H -0.62397 3.48553 1.27917 0.021 -0.094 0.061 0.069
H -2.34342 3.73192 1.16788 0.049 0.087 0.087 0.095
H -0.65498 4.90569 -0.62590 -0.029 0.065 0.001 0.080
H -2.29453 4.45213 -1.05818 -0.065 0.005 -0.024 0.079
H -0.96813 3.42482 -1.52671 0.043 -0.041 0.026 0.058
H -0.56838 -1.12063 -0.15399 -0.047 -0.065 -0.001 0.137
H 3.28900 1.69201 -1.80536 0.013 -0.016 -0.038 0.113
H 3.85846 1.18591 -0.25966 0.034 -0.276 -0.080 0.113
H 0.87598 2.70130 -0.12753 -0.147 -0.014 0.021 0.166
C 0.70905 -3.71997 -1.88008 -0.071 -0.002 0.019 -0.137
C 0.17736 -4.37300 -0.61256 0.032 0.086 0.028 -0.137
O 0.14821 -5.74950 -0.96917 0.008 -0.042 -0.003 0.061
C 1.03809 -5.95909 -1.97740 -0.008 -0.007 0.012 -0.557
O 1.36815 -7.01897 -2.38166 -0.006 0.027 0.006 0.191
O 1.49108 -4.76630 -2.44738 0.028 -0.005 -0.044 0.060
H 1.33837 -2.85197 -1.70010 0.068 -0.043 -0.002 0.104
H -0.09093 -3.46176 -2.57888 -0.007 0.001 0.016 0.133
H 0.85514 -4.24128 0.23445 0.000 0.013 -0.006 0.132
H -0.82536 -4.05441 -0.33269 -0.023 -0.059 -0.042 0.125
```
Forces are in eV/Å.

The HOMO energy is -12.91 eV. The largest force on an atom is 0.504 eV/A. As for the energy relative to the best compared isomer or geometry (same formula, charge and spin): 0.00 kcal/mol. As for the charge: +1. The orbital gap is 0.3397 Ha.